{"formula": "C8H19NOS", "method": "ωB97M-V/def2-TZVPD", "homo_energy_ev": -8.9, "relative_energy_kj_mol": 0.0, "lumo_energy_ev": 0.61, "total_energy_ha": -844.27837, "charge": 0, "homo_lumo_gap_ev": 9.5, "elements": ["S", "O", "N", "C", "C", "C", "C", "C", "C", "C", "C", "H", "H", "H", "H", "H", "H", "H", "H", "H", "H", "H", "H", "H", "H", "H", "H", "H", "H", "H"], "xyz": [[0.015, 1.794, 0.774], [0.460, 2.396, 2.066], [0.167, 3.120, -0.428], [1.522, 0.960, 0.095], [-1.697, -3.041, -0.822], [1.365, -0.511, 0.592], [-2.032, -1.721, -0.237], [-2.234, -0.587, -0.914], [-2.297, -1.695, 1.346], [1.499, 0.989, -1.495], [2.810, 1.537, 0.669], [-0.219, 3.967, -0.026], [2.517, 1.909, 1.606], [-2.682, -0.690, 1.504], [-2.681, 0.064, -0.280], [-1.350, -1.945, 1.972], [-2.943, -2.473, 1.659], [2.358, 0.299, -1.505], [-0.741, -3.404, -0.334], [0.561, 0.634, -1.747], [3.174, 2.351, 0.064], [0.648, -0.936, -0.118], [1.620, 1.966, -1.868], [-1.884, -0.304, -1.857], [-0.460, 2.755, -1.213], [2.237, -1.156, 0.558], [0.846, -0.502, 1.554], [-1.622, -2.869, -1.974], [3.583, 0.770, 0.864], [-2.542, -3.676, -0.506]], "forces_ev_per_angstrom": [[1.677, 1.803, -0.090], [-0.741, -0.378, -0.545], [-1.222, -1.701, -0.512], [0.385, -0.958, -0.454], [1.050, 0.603, -0.920], [-1.540, 0.649, -1.074], [-0.338, -0.010, 1.662], [0.885, -2.377, 1.125], [2.252, 0.113, -1.757], [1.909, -0.783, 3.898], [-0.297, -0.501, -0.644], [-0.378, -0.084, 0.061], [0.028, 0.814, 1.561], [0.034, -0.225, 0.807], [-1.018, 2.950, 1.161], [-1.209, 0.920, -1.294], [-1.195, -0.612, 0.130], [-0.436, 0.153, -1.752], [-0.970, -0.002, -0.873], [-1.642, -1.376, -1.185], [0.318, 0.242, -0.147], [-0.089, -0.377, 0.242], [0.732, 0.890, -0.461], [-0.017, -0.093, -1.559], [0.901, 1.214, 1.193], [0.344, 0.348, 0.258], [0.483, -0.315, 0.201], [0.004, -0.991, 2.052], [-0.403, 0.338, -0.488], [0.493, -0.256, -0.595]], "nbo_charge": [1.36, -0.96, -1.03, -0.18, -0.66, -0.65, 0.08, -0.47, -0.65, -0.63, -0.65, 0.39, 0.25, 0.22, 0.19, 0.22, 0.21, 0.23, 0.22, 0.20, 0.22, 0.21, 0.23, 0.20, 0.37, 0.22, 0.22, 0.22, 0.21, 0.23]}


{"formula": "C29H66Cl12O4S4", "method": "ωB97M-V/def2-TZVPD", "homo_energy_ev": -8.6, "relative_energy_kj_mol": 0.0, "lumo_energy_ev": -0.20, "total_energy_ha": -8560.27468, "charge": 0, "homo_lumo_gap_ev": 8.4, "elements": ["Cl", "Cl", "Cl", "Cl", "Cl", "Cl", "Cl", "Cl", "Cl", "Cl", "Cl", "Cl", "S", "S", "S", "S", "O", "O", "O", "O", "C", "C", "C", "C", "C", "C", "C", "C", "C", "C", "C", "C", "C", "C", "C", "C", "C", "C", "C", "C", "C", "C", "C", "C", "C", "C", "C", "C", "C", "H", "H", "H", "H", "H", "H", "H", "H", "H", "H", "H", "H", "H", "H", "H", "H", "H", "H", "H", "H", "H", "H", "H", "H", "H", "H", "H", "H", "H", "H", "H", "H", "H", "H", "H", "H", "H", "H", "H", "H", "H", "H", "H", "H", "H", "H", "H", "H", "H", "H", "H", "H", "H", "H", "H", "H", "H", "H", "H", "H", "H", "H", "H", "H", "H", "H"], "xyz": [[4.397, -7.586, -1.224], [10.085, -0.960, -5.231], [7.770, 0.574, -5.502], [-4.178, -0.302, 0.255], [9.921, 1.770, -4.112], [7.345, -7.103, -1.250], [-5.568, -0.793, -2.163], [-5.042, -2.926, -0.285], [-7.018, -0.823, 0.270], [5.961, -7.407, 1.263], [5.512, -5.016, -0.517], [8.541, -0.386, -2.850], [3.135, -2.090, 4.752], [-0.868, -6.699, 0.426], [2.247, 1.482, -1.076], [-2.820, 2.148, -7.072], [1.429, 0.997, -2.226], [1.950, -1.563, 3.982], [-4.338, 2.089, -6.843], [-0.481, -7.317, -0.918], [-3.126, 4.047, 7.308], [-4.693, 5.383, -0.687], [9.061, 0.215, -4.414], [-6.324, 5.629, 2.822], [-0.145, -7.716, 1.815], [1.096, 1.485, 0.341], [2.811, -1.745, 6.522], [-6.188, 5.264, 1.358], [4.469, -4.835, -5.873], [-0.197, 4.091, 6.298], [2.938, -3.959, 4.672], [-5.280, 6.539, -1.522], [-1.419, 3.663, 5.462], [0.985, 4.508, 5.424], [5.306, -5.430, -6.997], [-2.140, 0.473, -6.814], [-2.167, 3.027, -5.640], [1.548, -3.834, -5.008], [3.774, -3.485, -6.256], [2.775, -2.967, -5.189], [-4.848, 5.766, 0.796], [-2.638, 3.115, 6.214], [3.222, 0.002, -0.527], [-7.584, 5.101, 3.412], [5.799, -6.757, -0.425], [-4.376, 3.567, 8.062], [6.557, -4.598, -7.265], [-5.486, -1.214, -0.478], [0.096, -5.135, 0.458], [-1.775, 4.486, 4.842], [-2.215, 4.116, -5.649], [3.121, -0.720, 6.725], [-7.704, 5.579, 4.384], [-7.449, 4.029, 3.556], [-3.628, 5.263, -0.883], [3.205, -3.539, -7.184], [6.338, -3.581, -7.590], [7.173, -5.003, -8.069], [-2.593, 0.068, -5.909], [-2.690, 2.767, -4.720], [-1.141, 2.671, -5.543], [-4.722, 7.467, -1.401], [1.899, -4.777, -4.588], [4.635, -5.439, -7.856], [-0.029, -8.793, 1.695], [-6.404, 6.715, 2.776], [-4.045, 5.294, 1.364], [3.977, -0.131, -1.302], [1.768, -1.972, 6.739], [-6.989, 5.735, 0.790], [-4.000, 2.772, 8.706], [-4.903, 4.313, 8.657], [-6.352, 6.615, -1.341], [1.552, 1.812, 1.275], [3.701, -5.506, -5.490], [-1.055, 0.489, -6.716], [-2.254, -0.200, -7.663], [-2.282, 4.015, 7.997], [-0.468, 4.994, 6.844], [0.106, -4.785, 1.490], [0.747, -3.413, -4.400], [-2.437, 2.151, 6.682], [0.323, 2.221, 0.122], [1.282, 3.690, 4.769], [-3.166, 5.066, 6.924], [-5.178, 6.225, -2.561], [7.197, -4.695, -6.388], [-3.512, 2.983, 5.575], [-8.505, 5.332, 2.877], [-6.362, 4.188, 1.343], [3.232, -2.799, -4.214], [-4.713, 6.842, 0.902], [2.538, -0.847, -0.511], [-0.405, -4.405, -0.178], [3.247, -2.441, 7.239], [-5.494, 5.294, 3.444], [0.691, 0.489, 0.524], [0.138, 3.264, 6.924], [-0.868, -7.526, 2.608], [0.645, 5.346, 4.814], [4.605, -2.782, -6.323], [3.796, -4.392, 5.185], [-5.140, 3.239, 7.357], [2.508, -1.943, -5.450], [1.161, -4.009, -6.011], [5.198, -4.663, -5.080], [2.984, -4.339, 3.651], [-5.117, 4.403, -0.906], [5.685, -6.445, -6.876], [2.012, -4.388, 5.055], [-1.051, 2.935, 4.740], [1.849, 4.746, 6.044], [3.589, 0.192, 0.481], [1.097, -5.186, 0.031], [0.844, -7.377, 2.125]], "forces_ev_per_angstrom": [[0.941, 0.359, 0.426], [0.416, -0.078, 0.266], [-1.100, 0.081, -0.240], [0.220, 0.503, 0.384], [0.180, -0.457, -0.100], [-0.616, -0.044, 0.055], [-0.071, -0.017, -0.713], [-0.466, -0.046, -0.059], [-0.171, -0.174, 0.310], [-0.297, 0.695, -0.833], [0.016, -0.298, 0.446], [-0.254, -0.244, -0.018], [-1.198, -1.066, -0.709], [1.081, -0.971, -2.251], [-0.328, -1.120, 0.579], [-2.226, 0.400, -0.247], [0.185, 0.236, 0.009], [0.836, -0.034, 0.652], [2.040, -0.230, -0.351], [-0.541, 0.512, 1.700], [0.815, 0.203, 0.662], [0.446, 1.249, 0.661], [0.738, 0.680, 0.092], [-0.587, 1.172, -1.058], [0.268, 0.965, 0.299], [0.177, 0.245, 0.287], [-0.502, -1.053, 0.136], [0.618, 0.366, 0.531], [-0.233, 0.267, 0.090], [-0.318, 0.264, -0.642], [0.457, 0.194, 0.407], [0.272, -1.666, -0.863], [0.083, -0.320, -0.212], [-0.472, -0.442, -0.052], [-0.278, 0.368, -0.918], [0.402, 0.080, 0.603], [0.556, -0.737, 0.833], [0.425, -0.229, -0.632], [0.431, -0.526, 1.464], [0.455, 0.814, 0.296], [-0.142, -1.797, -0.288], [-0.540, 0.131, 0.162], [-0.741, 0.803, -0.233], [-0.346, -0.099, 1.101], [-0.090, -0.683, -0.100], [0.414, 0.225, -0.605], [0.121, -0.320, -0.497], [0.506, -0.248, 0.071], [-0.060, -0.134, 0.512], [0.135, 0.374, 0.046], [0.000, -0.128, -0.888], [-0.252, -0.134, -0.058], [-0.155, -0.304, 0.300], [-0.520, -0.133, 0.048], [0.119, 0.188, -0.285], [0.336, -0.183, -0.298], [0.107, 0.161, 0.549], [-0.179, -0.284, -0.196], [0.001, -0.125, -0.082], [-0.227, -0.518, -0.162], [0.193, 0.354, 0.107], [-0.267, -0.010, 0.247], [-0.507, -0.162, 0.054], [0.227, -0.175, -0.452], [-0.538, 0.147, -0.828], [0.464, 0.292, 0.709], [0.102, -0.014, 0.209], [0.156, -0.053, 0.341], [-0.370, 0.748, -0.484], [-0.257, -0.051, 0.062], [-0.691, -0.255, 0.042], [0.496, 0.196, 0.187], [0.083, 0.446, 0.165], [0.425, 0.034, -0.114], [0.180, -0.327, -0.117], [0.082, 0.475, 0.359], [-0.808, 0.412, -0.130], [-0.100, 0.569, 0.501], [0.008, -0.331, 0.675], [0.110, 0.207, -0.022], [0.241, 0.071, 0.096], [0.151, -0.220, -0.120], [-0.091, -0.237, -0.229], [0.013, -0.013, -0.162], [-0.331, 0.112, -0.023], [-0.112, 0.345, -0.297], [0.005, 0.689, 0.177], [0.261, -0.296, -0.632], [0.171, -0.176, -0.371], [0.515, -0.261, -0.765], [0.479, -0.343, 0.115], [-0.269, 0.059, 0.144], [-0.043, 0.065, -0.094], [-0.512, -0.232, 0.166], [0.969, 0.017, -0.372], [0.273, 0.222, -0.228], [-0.119, 0.031, -0.357], [-0.294, 0.132, 0.448], [0.165, -0.094, 0.219], [0.477, 0.155, -0.082], [-0.308, 0.388, -0.426], [-0.026, -0.006, 0.209], [0.070, -0.504, -0.015], [-0.278, 0.051, -0.372], [-0.358, -0.327, 0.032], [-0.322, 0.275, 0.544], [0.204, 0.749, -0.275], [-0.387, 0.147, -0.011], [-0.533, -0.193, 0.535], [-0.111, 0.594, 0.441], [-0.142, -0.320, -0.072], [-0.046, 0.336, -0.131], [0.356, -0.034, -0.183], [0.085, -0.712, 0.275], [-0.028, 0.334, -0.083]], "mulliken_charge": [-0.07, -0.10, -0.08, -0.07, -0.12, -0.10, -0.08, -0.10, -0.10, -0.10, -0.03, -0.08, 0.49, 0.51, 0.48, 0.49, -0.59, -0.58, -0.63, -0.63, -0.40, -0.50, 0.38, -0.18, -0.89, -0.92, -0.92, -0.54, -0.42, -0.23, -0.96, -1.16, -0.62, -1.33, -0.52, -0.86, -0.80, -1.15, -0.45, -0.58, -0.56, -0.62, -0.87, -1.37, 0.30, -1.25, -1.19, 0.35, -0.83, 0.27, 0.32, 0.29, 0.37, 0.33, 0.32, 0.28, 0.32, 0.38, 0.27, 0.28, 0.28, 0.33, 0.28, 0.31, 0.35, 0.28, 0.29, 0.31, 0.32, 0.22, 0.31, 0.35, 0.30, 0.36, 0.34, 0.33, 0.33, 0.23, 0.29, 0.31, 0.37, 0.28, 0.31, 0.28, 0.39, 0.35, 0.28, 0.36, 0.36, 0.35, 0.29, 0.31, 0.25, 0.33, 0.36, 0.19, 0.30, 0.31, 0.32, 0.35, 0.28, 0.38, 0.31, 0.36, 0.27, 0.23, 0.31, 0.33, 0.32, 0.31, 0.36, 0.36, 0.37, 0.27, 0.26]}